A cluster of 2 separate species, C5H7F2N2 in total at a distorted geometry, computed with ωB97M-V/def2-TZVPD.

Last column: natural (NBO) charge in e.
Geometry (Å):
H -3.24 0.03 -1.67  0.2541
C -1.73 -0.29 -0.13  0.4326
N -0.15 1.86 -0.95  0.1193
H 2.95 0.08 0.35  0.2375
C -1.05 1.14 -0.39  -0.1357
C -1.96 0.91 0.60  0.5947
H 1.17 -0.42 0.69  0.1986
H -2.11 -1.14 -2.02  0.2588
H 2.39 -0.16 1.89  0.2527
N 0.73 2.30 -1.51  0.3419
C 2.07 0.29 0.96  -0.8800
F -0.86 -1.19 0.39  -0.2732
H 1.76 1.32 0.86  0.1883
F -2.63 1.61 1.46  -0.1854
C -2.69 -0.81 -1.18  -0.6875
H -3.26 -1.72 -0.95  0.2831

E_LUMO, eV: -6.979
Energy above the lowest of the compared OMol25 structures with the same formula, charge and spin, kJ/mol: 562.7
Spin multiplicity: 1
Charge: +1
M, g mol⁻¹: 133.1

---

A structure of composition C49H56CsF2Ge2N6OS at a distorted geometry, computed with ωB97M-V/def2-TZVPD.

Last column: Mulliken charge in e.
Geometry (Å):
H 2.98 -1.99 -3.84  0.4496
C -0.19 -4.94 -3.96  -1.1382
C -1.79 -1.89 0.07  -2.1861
H -3.68 5.90 1.46  0.2818
H -0.61 -5.82 -4.45  0.4086
C -1.28 -3.90 -3.72  -0.8558
H 0.61 -4.56 -4.61  0.3061
H -5.02 -1.44 3.30  0.2170
N 0.04 3.99 2.42  -0.3909
C -1.23 3.91 2.00  0.4019
H -2.40 0.93 4.51  0.2115
H 6.04 4.39 3.39  0.3629
H 7.07 0.44 -4.07  0.3930
C 4.75 3.20 2.14  -0.6592
F -5.92 -2.05 -3.36  -0.3733
H 0.26 -5.27 -3.02  0.2059
C 4.99 0.97 -3.93  -0.9150
C 0.17 2.18 -1.98  -1.0252
C 0.79 -4.36 -0.53  -0.1401
H -1.67 -3.54 -4.67  0.4688
H 2.31 -5.84 -0.28  0.4302
C -3.60 4.11 2.65  -0.7923
N -0.65 1.17 -2.23  1.0625
C 6.16 0.38 -3.48  -0.4899
N 5.03 -1.10 -0.37  0.1173
C -4.79 -1.31 -3.39  0.2240
H 0.93 -1.85 1.23  0.4831
C 5.02 4.16 3.11  -0.4117
H -1.48 -0.59 4.56  0.3333
C 1.27 -5.59 -0.12  -0.9809
H -5.85 0.50 -3.92  0.5311
C -2.40 -1.15 -3.13  0.0777
H 0.68 2.17 -1.03  0.7516
C -3.73 0.75 -3.73  0.3752
H -4.91 -3.19 3.47  0.2969
C 4.10 -1.62 0.54  0.5868
C -4.20 -2.44 1.56  -0.7301
C -2.41 -0.23 2.64  1.7278
C -2.39 -0.11 4.16  -1.5087
H -3.73 3.45 1.79  0.3863
H 3.22 2.13 1.08  0.5670
H -4.11 3.66 3.50  0.3982
Cs -0.54 0.61 0.35  2.3334
C 2.65 4.53 3.38  -0.1480
C -2.47 0.21 -3.46  -0.4530
H 7.05 -0.78 -1.92  0.4034
S -1.67 3.72 0.37  -0.2469
H -2.10 -4.39 -3.20  0.3621
H -2.62 4.32 4.96  0.5111
H -0.93 6.14 5.44  0.3664
C 3.96 4.83 3.73  -0.6880
C 3.44 2.89 1.81  -0.6742
C 0.42 -6.50 0.50  -0.6838
H 0.98 4.07 -2.58  0.5015
H 0.66 -1.68 -4.63  0.4671
C -0.27 3.18 -4.10  -0.8055
C -5.13 -2.38 2.77  -1.2662
H -5.26 5.37 2.07  0.4161
H 5.72 -2.55 1.62  0.3990
H -2.42 -4.65 0.46  0.4789
C 0.35 3.24 -2.86  -1.1102
C 2.39 3.55 2.43  0.6570
C -1.12 2.12 -4.37  -0.5140
C -4.90 0.03 -3.72  -0.9707
C 6.16 -0.30 -2.29  -0.7949
N 2.78 -1.43 0.44  0.5476
H 2.95 1.33 -3.42  0.1701
H -2.14 6.65 4.24  0.3207
C 3.88 0.86 -3.12  -0.2049
C -1.77 4.50 4.30  -0.7362
C -0.91 -6.15 0.71  -0.9358
C 3.81 -2.99 2.49  -0.6501
H 0.80 -7.46 0.81  0.3882
H -0.96 3.84 4.60  0.4103
C -1.32 5.96 4.43  -1.2054
H -1.57 0.37 2.26  -2.2113
C 1.99 -2.01 1.34  -0.5648
H 4.23 -3.60 3.28  0.3975
C -4.20 5.47 2.32  -1.1859
C 0.87 -1.58 -3.56  0.0850
C 0.98 3.13 2.08  -0.4446
C -1.06 -2.67 -0.73  0.0275
H -0.52 6.15 3.71  0.2184
H -3.58 -2.93 -2.79  0.2596
F -3.85 2.07 -4.00  -0.3333
H 4.95 1.50 -4.87  0.4662
H -4.32 -3.40 1.05  0.3388
Ge -2.21 -2.20 2.07  0.2729
H 5.57 2.69 1.65  0.4279
C -0.54 -3.99 -0.31  -0.0077
H -1.64 2.05 -5.31  0.5658
C -3.59 -1.89 -3.09  -0.9820
H 1.75 -3.24 3.08  0.6277
H 1.46 -3.65 -1.02  0.4964
N 3.85 0.22 -1.95  0.3278
H 5.96 -1.41 -0.16  0.0912
N -2.18 4.16 2.95  0.4730
H -0.12 3.96 -4.83  0.4196
H 4.17 5.58 4.48  0.3861
H -1.58 -6.85 1.20  0.4088
C 2.45 -2.80 2.38  -1.2869
H -3.24 -0.62 4.61  0.3641
H -2.14 -0.95 -0.36  1.8392
H -4.48 -1.66 0.85  0.2898
H 2.06 -3.40 -3.29  0.3177
C 4.96 -0.37 -1.55  0.5615
C -1.33 1.16 -3.38  -0.0914
H -3.33 0.23 2.26  0.4267
H -6.19 -2.47 2.49  0.3826
H 2.44 -2.09 -2.16  -0.1366
C 4.65 -2.40 1.57  -0.7430
H 1.82 5.03 3.86  0.3664
H 0.99 -0.52 -3.34  -0.1622
H -4.11 6.16 3.17  0.2654
Ge -0.79 -2.26 -2.66  2.0342
C 2.16 -2.32 -3.19  -0.9735
O 0.82 1.99 1.60  -0.6512
C -1.38 -4.92 0.31  -0.4672

E_LUMO, eV: 1.845
Energy above the lowest of the compared OMol25 structures with the same formula, charge and spin, kJ/mol: 177.2
Spin multiplicity: 1
Charge: -1
M, g mol⁻¹: 1093.2

---

A cluster of 11 separate species, C6H32NO11 in total at a distorted geometry, computed with ωB97M-V/def2-TZVPD.

Last column: natural (NBO) charge in e.
Geometry (Å):
H 3.09 0.17 0.07  0.4947
H 1.58 1.69 -4.62  0.4755
C -0.82 3.27 -1.60  -0.6736
O 0.35 -3.13 -2.58  -0.9704
C -1.38 0.77 -1.41  -0.4939
H -3.38 -1.41 2.88  0.4787
H -2.41 1.36 0.86  0.1671
H 3.58 -0.18 -2.72  0.4486
H 3.99 0.28 1.31  0.4572
H 0.14 3.70 -1.30  0.2216
C -0.75 -0.27 -0.54  0.0374
C -1.93 2.23 0.46  -0.3935
H 2.51 2.80 -0.30  0.4906
O 3.35 2.40 -0.53  -1.1551
N -1.66 -1.05 0.33  -0.7399
H -0.52 -3.09 3.51  0.4520
O -3.89 -2.21 -0.87  -0.9716
H -0.82 0.85 -2.33  0.2491
H -2.18 3.15 0.97  0.2006
H -2.40 0.48 -1.65  0.2146
O 3.11 0.00 1.02  -1.1037
O -0.92 0.86 3.02  -0.9680
H 2.19 -0.39 4.36  0.4716
H 1.29 -0.21 -1.14  0.2440
O 0.73 1.84 -4.19  -0.9791
H -0.73 2.92 -2.62  0.2350
O 3.01 0.08 -1.99  -1.1410
O 0.86 -1.61 0.37  -0.7258
H 0.02 1.81 -4.83  0.4677
H -3.88 -3.09 -0.44  0.4781
O -2.71 -2.10 2.92  -1.0071
H 0.88 -3.19 -3.37  0.4663
H -1.18 -1.96 0.47  0.4588
H -0.59 1.06 3.89  0.4732
H 2.19 -0.29 2.78  0.5109
H -2.90 -2.77 3.57  0.4803
H 4.19 2.87 -0.48  0.4514
O 1.76 -0.68 3.55  -1.0257
H 0.82 -2.55 -1.97  0.4762
C 0.53 -0.60 -0.48  0.1003
H 0.77 -2.24 3.59  0.4964
H -1.47 4.12 -1.40  0.2218
O 0.16 -2.68 2.97  -0.9757
H -0.47 0.04 2.81  0.4823
H 3.51 0.86 -1.65  0.4760
H -1.80 -0.73 1.29  0.4427
H -3.77 -2.45 -1.80  0.4862
C -1.28 2.15 -0.69  0.0356
H -2.55 -1.30 -0.13  0.4567
H 1.79 -1.58 0.64  0.5250

E_LUMO (alpha / beta), eV: -0.136 / -0.149
Energy above the lowest of the compared OMol25 structures with the same formula, charge and spin, kJ/mol: 59.1
Spin multiplicity: 2
M, g mol⁻¹: 294.3